Molecular formula: C2H9N2
Method: DFT, wB97M-V/def2-TZVPD

Last column: natural (NBO) charge in e.
Geometry (Å):
C (-1.57, -1.82, 0.14)  -0.860
H (-1.76, -1.10, -0.64)  0.204
H (-1.44, -2.78, -0.32)  0.233
H (-2.45, -1.86, 0.78)  0.231
H (-0.71, -1.65, 0.79)  0.193
N (0.53, 0.56, 0.83)  -0.753
C (1.27, 0.81, -0.24)  0.428
N (1.33, 1.96, -0.85)  -0.656
H (-0.34, 1.07, 0.96)  0.426
H (0.94, 0.17, 1.67)  0.450
H (1.81, -0.02, -0.71)  0.232
H (1.73, 1.98, -1.78)  0.441
H (0.66, 2.69, -0.63)  0.430

HOMO-LUMO gap   11.23 eV
Net charge   +1
Molar mass   61.11 g mol⁻¹
Energy relative to the best compared isomer or geometry (same formula, charge and spin)   73.3 kJ/mol
Electronic energy   -190.846383 Eh